The following is a quantum chemistry calculation of a cluster of 15 separate species, C48H122N4O30 in total, from the OMol25 dataset.

Each line ends with the Mulliken charge.
Positions of all 204 atoms, in Å:
C: -2.24 0.20 3.07  -0.635
O: -3.35 -0.34 2.30  0.015
C: -4.45 0.47 2.10  -0.606
C: -5.29 0.10 0.91  -0.329
O: -5.89 -1.15 1.11  -0.203
C: -7.01 -1.42 0.23  -0.722
H: -1.36 -0.34 2.95  -0.249
H: -2.41 0.13 4.12  0.390
H: -2.11 1.29 2.80  0.337
H: -4.11 1.53 1.81  0.222
H: -5.07 0.60 2.97  0.358
H: -4.73 0.05 -0.02  0.072
H: -6.00 0.93 0.92  0.434
H: -6.64 -1.31 -0.83  0.217
H: -7.84 -0.72 0.41  0.322
H: -7.36 -2.42 0.48  0.243
C: 1.85 5.73 -5.27  -0.678
O: 2.93 6.01 -4.41  -0.318
C: 2.57 6.89 -3.39  -0.399
C: 3.67 7.05 -2.38  0.211
O: 4.58 7.84 -2.99  -0.383
C: 5.61 8.27 -2.13  -0.732
H: 1.56 6.64 -5.84  0.306
H: 0.94 5.27 -4.84  0.248
H: 2.26 5.06 -6.03  0.224
H: 1.66 6.58 -2.90  0.182
H: 2.33 7.87 -3.82  0.289
H: 4.20 6.10 -2.09  0.091
H: 3.22 7.47 -1.45  0.154
H: 5.19 8.78 -1.26  0.296
H: 6.15 9.03 -2.73  0.266
H: 6.21 7.40 -1.83  0.270
C: 3.63 -6.20 0.86  -1.029
O: 2.27 -6.03 1.06  0.046
C: 1.60 -7.17 0.50  -0.807
C: 0.06 -7.02 0.57  0.097
O: -0.44 -7.48 1.77  -0.536
C: -0.11 -6.62 2.85  -0.529
H: 3.82 -6.55 -0.15  0.427
H: 4.03 -6.96 1.53  0.291
H: 4.13 -5.26 1.02  0.234
H: 1.85 -8.07 1.11  0.327
H: 1.85 -7.24 -0.59  0.524
H: -0.46 -7.50 -0.25  0.507
H: -0.01 -5.89 0.42  -0.286
H: -0.30 -5.58 2.51  0.163
H: 0.95 -6.71 3.08  0.355
H: -0.69 -6.82 3.76  0.418
C: -6.09 -3.11 -3.99  -0.949
O: -5.53 -2.09 -3.26  -0.265
C: -4.23 -1.81 -3.81  0.168
C: -4.21 -1.41 -5.25  0.026
O: -5.15 -0.38 -5.42  -0.319
C: -5.30 0.12 -6.78  -0.776
H: -6.79 -3.70 -3.39  0.321
H: -5.35 -3.77 -4.49  0.340
H: -6.68 -2.71 -4.81  0.286
H: -3.50 -2.61 -3.63  0.400
H: -3.91 -1.00 -3.16  -0.529
H: -4.29 -2.25 -5.98  0.432
H: -3.20 -0.97 -5.38  -0.010
H: -4.43 0.66 -7.24  0.246
H: -6.17 0.78 -6.81  0.261
H: -5.49 -0.77 -7.44  0.324
C: 3.71 0.57 -7.89  -0.676
O: 3.47 -0.47 -7.01  -0.320
C: 4.12 -0.32 -5.73  -0.697
C: 3.62 0.87 -4.94  -0.061
O: 2.27 0.74 -4.74  0.061
C: 1.74 1.77 -3.90  -0.461
H: 3.24 0.35 -8.85  0.278
H: 4.78 0.77 -8.03  0.309
H: 3.26 1.48 -7.51  0.221
H: 5.21 -0.26 -5.78  0.458
H: 3.82 -1.18 -5.18  0.182
H: 3.81 1.79 -5.52  0.361
H: 4.21 0.90 -4.02  -0.063
H: 1.97 2.80 -4.16  0.195
H: 2.11 1.70 -2.88  0.129
H: 0.66 1.68 -3.75  0.125
C: 4.82 2.02 4.24  -0.455
O: 5.85 1.50 3.45  -0.394
C: 5.45 0.29 2.82  -1.134
C: 4.41 0.39 1.75  0.758
O: 5.00 0.93 0.57  -0.576
C: 4.15 0.81 -0.56  1.854
H: 5.24 3.02 4.59  0.260
H: 4.47 1.32 5.00  0.404
H: 3.88 2.28 3.72  -0.020
H: 5.01 -0.35 3.56  0.402
H: 6.28 -0.17 2.39  0.444
H: 3.51 1.01 2.05  -0.073
H: 4.02 -0.60 1.56  0.117
H: 3.73 -0.19 -0.61  -0.922
H: 4.74 1.07 -1.43  0.011
H: 3.33 1.60 -0.48  -0.361
C: -5.21 -6.20 -1.34  -0.642
O: -4.86 -6.74 -0.07  -0.505
C: -4.26 -5.66 0.64  0.200
C: -3.88 -6.06 2.07  -0.584
O: -3.37 -4.84 2.76  0.018
C: -4.35 -3.99 3.31  -0.388
H: -6.06 -6.84 -1.69  0.316
H: -4.44 -6.27 -2.10  0.298
H: -5.50 -5.17 -1.33  0.206
H: -4.93 -4.81 0.61  0.146
H: -3.35 -5.41 0.14  0.157
H: -3.00 -6.75 2.04  0.066
H: -4.72 -6.51 2.54  0.385
H: -5.22 -3.84 2.63  0.319
H: -3.75 -3.06 3.37  -0.166
H: -4.69 -4.32 4.31  0.198
C: -1.05 -2.59 7.41  -0.652
O: -0.35 -3.17 6.34  -0.372
C: -1.18 -3.43 5.23  -1.269
C: -0.33 -3.60 3.95  0.371
O: 0.34 -2.39 3.78  0.564
C: 1.45 -2.46 2.99  -0.883
H: -1.71 -3.38 7.89  0.303
H: -1.62 -1.73 7.11  0.307
H: -0.26 -2.33 8.16  0.161
H: -1.84 -2.57 5.10  0.328
H: -1.76 -4.29 5.46  0.449
H: -0.96 -3.85 3.14  -0.315
H: 0.33 -4.41 4.14  0.398
H: 1.13 -2.70 1.96  0.366
H: 2.29 -3.06 3.39  0.288
H: 1.86 -1.52 2.98  -0.205
C: -3.04 2.09 -2.80  -0.441
O: -2.64 3.37 -2.41  -0.445
C: -3.06 3.70 -1.10  0.078
C: -2.54 5.09 -0.73  -0.971
O: -1.20 5.18 -0.37  -0.028
C: -0.77 6.49 -0.24  -0.421
H: -2.73 1.31 -2.09  -0.196
H: -2.61 1.97 -3.82  0.282
H: -4.12 1.96 -2.94  0.510
H: -2.78 2.89 -0.36  -0.110
H: -4.15 3.70 -1.05  0.563
H: -3.21 5.43 0.09  0.313
H: -2.76 5.75 -1.58  0.357
H: 0.26 6.48 -0.52  -0.081
H: -0.91 6.80 0.82  0.161
H: -1.35 7.18 -0.89  0.366
C: 0.34 3.03 3.88  0.116
O: 0.15 2.17 4.95  -0.621
C: 0.82 0.90 4.84  1.131
C: 0.51 0.12 6.08  0.148
O: 1.37 0.58 7.07  -0.352
C: 1.39 -0.34 8.12  -0.861
H: 1.39 3.34 3.81  0.116
H: -0.22 3.95 4.02  0.165
H: 0.09 2.47 2.95  -0.213
H: 1.91 0.98 4.77  -0.178
H: 0.50 0.41 3.94  -0.201
H: 0.69 -0.97 5.88  -0.345
H: -0.60 0.15 6.36  0.186
H: 1.57 -1.33 7.82  0.383
H: 0.41 -0.26 8.74  0.225
H: 2.22 0.04 8.80  0.319
C: 0.40 2.40 0.08  0.193
O: -0.01 1.04 0.32  0.961
C: -0.27 0.28 -0.87  -0.386
C: -1.26 -0.83 -0.59  0.433
O: -0.69 -2.01 -0.11  -0.277
C: -1.62 -2.84 0.63  0.707
H: -0.27 2.80 -0.74  0.045
H: 1.43 2.48 -0.27  -0.570
H: 0.27 3.02 0.99  -0.126
H: 0.63 -0.24 -1.09  -0.229
H: -0.60 0.84 -1.69  0.036
H: -1.72 -1.16 -1.56  -0.061
H: -2.08 -0.44 0.06  -0.121
H: -2.64 -2.83 0.23  0.276
H: -1.71 -2.52 1.64  -0.403
H: -1.31 -3.86 0.54  -0.596
C: 1.50 7.07 3.47  -0.496
N: 2.63 6.95 2.39  0.922
O: 2.26 6.91 1.24  -0.430
O: 3.80 6.91 2.75  -0.636
H: 1.07 6.04 3.65  0.012
H: 0.74 7.73 3.11  0.307
H: 2.01 7.33 4.44  0.319
C: 5.39 4.47 1.50  -0.662
N: 4.11 4.11 0.93  0.652
O: 3.90 4.25 -0.23  -0.415
O: 3.23 3.68 1.70  -0.167
H: 6.10 4.65 0.69  0.291
H: 5.72 3.58 2.06  0.157
H: 5.15 5.35 2.15  0.241
C: 0.70 -1.84 -5.82  -0.515
N: -0.45 -1.02 -5.48  1.040
O: -0.90 -1.19 -4.37  -0.441
O: -0.89 -0.25 -6.34  -0.600
H: 0.40 -2.76 -6.20  0.381
H: 1.20 -2.03 -4.86  -0.023
H: 1.28 -1.26 -6.56  0.221
C: 2.27 -2.90 -0.87  1.447
N: 2.27 -3.16 -2.33  1.086
O: 1.93 -4.26 -2.74  -0.629
O: 2.73 -2.30 -3.06  -0.545
H: 3.01 -2.16 -0.72  -0.134
H: 2.50 -3.85 -0.35  -0.424
H: 1.33 -2.49 -0.67  -1.065

total charge: 0
multiplicity: 1
ΔE to the lowest compared entry with this formula, charge and spin: 0.0 kJ/mol
HOMO-LUMO gap: 9.236 eV
lowest unoccupied orbital energy: -0.1 eV

The following is a quantum chemistry calculation of a cluster of 10 separate species, C48H123N7O17 in total, from the OMol25 dataset.

Each line ends with the Mulliken charge.
Positions of all 195 atoms, in Å:
C: 1.05 3.17 -1.92  -0.502
C: 0.41 3.07 -3.31  -0.517
O: -0.90 3.67 -3.33  -0.515
H: 0.42 2.61 -1.23  0.115
H: 1.09 4.19 -1.53  0.354
H: 2.04 2.72 -1.87  0.186
H: 0.29 2.06 -3.69  0.211
H: 1.00 3.65 -4.01  0.388
H: -0.75 4.61 -3.23  0.284
C: -0.41 -0.08 0.36  1.126
C: -0.58 -0.69 1.79  0.016
O: -1.46 0.17 2.50  -0.406
H: 0.37 -0.62 -0.17  -0.207
H: -0.03 0.92 0.58  -0.458
H: -1.31 -0.01 -0.24  -0.398
H: 0.36 -0.66 2.33  -0.437
H: -1.01 -1.69 1.79  0.606
H: -0.89 0.86 2.83  0.105
C: -5.11 0.86 5.49  -1.036
C: -4.83 0.91 3.98  0.407
O: -5.78 1.73 3.27  -0.568
H: -5.19 1.91 5.78  0.227
H: -4.31 0.40 6.07  0.341
H: -6.05 0.38 5.76  0.325
H: -4.99 -0.09 3.59  0.112
H: -3.79 1.16 3.78  -0.095
H: -5.52 2.65 3.31  0.308
C: 5.86 1.37 6.96  -0.869
O: 5.34 0.60 5.92  -0.310
C: 4.01 0.06 6.13  -1.232
C: 3.37 -0.36 4.71  0.900
N: 4.08 -1.53 4.08  -0.392
C: 3.25 -2.06 2.97  0.378
C: 4.02 -2.96 1.97  -1.320
O: 4.96 -2.37 1.06  0.057
C: 6.26 -2.39 1.64  -0.685
H: 6.03 0.77 7.85  0.357
H: 5.09 2.05 7.32  0.311
H: 6.75 1.93 6.66  0.264
H: 3.36 0.76 6.66  0.424
H: 4.05 -0.82 6.77  0.532
H: 3.43 0.50 4.05  -0.800
H: 2.35 -0.68 4.90  0.491
H: 4.94 -1.16 3.71  0.042
H: 2.73 -1.29 2.40  -0.306
H: 2.42 -2.59 3.44  0.498
H: 3.27 -3.29 1.24  0.363
H: 4.29 -3.89 2.46  0.420
H: 6.57 -3.38 1.97  0.420
H: 6.30 -1.73 2.50  0.220
H: 7.01 -2.13 0.89  0.095
C: -0.88 -3.31 -1.18  -0.570
O: -0.51 -3.86 -2.37  -0.385
C: -1.27 -3.57 -3.54  0.653
C: -0.76 -4.38 -4.72  -1.149
N: -0.78 -5.81 -4.43  -0.335
C: -0.10 -6.52 -5.54  -0.679
C: 0.03 -8.03 -5.28  -0.531
O: 0.96 -8.47 -4.37  -0.277
C: 1.09 -9.86 -4.27  -0.770
H: -0.06 -3.28 -0.47  0.277
H: -1.74 -3.85 -0.77  0.368
H: -1.24 -2.29 -1.25  0.119
H: -1.26 -2.50 -3.77  0.219
H: -2.30 -3.88 -3.36  -0.295
H: 0.23 -4.00 -4.93  0.416
H: -1.42 -4.14 -5.55  0.456
H: -0.12 -5.88 -3.67  0.281
H: 0.83 -6.07 -5.87  0.375
H: -0.73 -6.49 -6.43  0.360
H: 0.22 -8.37 -6.29  0.355
H: -0.91 -8.43 -4.90  0.322
H: 1.56 -10.15 -3.33  0.256
H: 1.64 -10.21 -5.15  0.304
H: 0.17 -10.43 -4.18  0.314
C: 0.39 5.87 1.83  -0.859
O: 0.63 4.91 2.84  -0.378
C: 0.94 3.66 2.26  -1.181
C: 1.18 2.59 3.31  0.637
N: -0.10 2.30 3.88  -0.223
C: 0.11 1.40 5.01  0.333
C: -1.04 1.39 6.00  -0.719
O: -1.17 2.63 6.67  -0.356
C: -2.32 2.60 7.51  -0.578
H: 0.29 6.81 2.38  0.343
H: -0.55 5.73 1.29  0.345
H: 1.20 6.02 1.11  0.280
H: 1.81 3.73 1.60  0.528
H: 0.16 3.38 1.55  0.634
H: 1.86 3.10 3.99  -0.163
H: 1.66 1.70 2.91  -0.562
H: -0.43 3.23 4.11  0.543
H: 1.02 1.64 5.57  0.371
H: 0.22 0.34 4.75  -0.186
H: -0.91 0.60 6.74  0.527
H: -2.01 1.22 5.53  -0.044
H: -3.23 2.55 6.92  0.125
H: -2.41 3.60 7.95  0.281
H: -2.19 1.82 8.26  0.299
C: -3.15 -0.34 -3.29  0.130
O: -4.26 0.68 -3.26  -0.371
C: -5.46 0.32 -3.93  0.002
C: -6.29 1.60 -4.07  -0.609
N: -7.62 1.27 -4.58  -0.296
C: -8.48 2.37 -4.82  -1.014
C: -9.04 3.06 -3.60  -0.314
O: -9.93 2.17 -2.91  -0.300
C: -10.86 2.86 -2.16  -0.779
H: -3.43 -1.18 -2.66  -0.336
H: -2.34 0.17 -2.77  0.146
H: -2.93 -0.69 -4.30  0.328
H: -5.96 -0.52 -3.46  0.234
H: -5.21 0.02 -4.95  -0.123
H: -5.73 2.35 -4.63  0.344
H: -6.40 2.04 -3.08  0.312
H: -8.18 0.78 -3.90  0.318
H: -9.32 2.05 -5.44  0.352
H: -7.93 3.05 -5.47  0.426
H: -9.59 3.92 -4.01  0.408
H: -8.25 3.44 -2.96  0.318
H: -11.52 2.09 -1.77  0.254
H: -11.51 3.56 -2.69  0.306
H: -10.33 3.34 -1.34  0.314
C: 3.74 1.21 0.68  0.036
O: 3.86 1.92 1.87  0.131
C: 5.18 1.85 2.50  -0.296
C: 5.15 2.67 3.77  -0.085
N: 4.92 4.07 3.47  -0.362
C: 4.31 4.78 4.60  -0.105
C: 4.16 6.26 4.22  -1.013
O: 3.35 6.48 3.05  -0.136
C: 2.96 7.83 2.93  -0.969
H: 4.10 1.73 -0.20  0.269
H: 2.66 1.06 0.64  -0.195
H: 4.17 0.21 0.74  -0.090
H: 5.88 2.19 1.74  0.280
H: 5.41 0.81 2.74  -0.232
H: 6.15 2.59 4.21  0.363
H: 4.41 2.32 4.49  0.197
H: 4.29 4.25 2.70  0.324
H: 4.87 4.74 5.53  0.443
H: 3.35 4.31 4.78  -0.132
H: 5.13 6.74 4.09  0.363
H: 3.70 6.70 5.10  0.415
H: 3.77 8.46 2.58  0.323
H: 2.43 8.27 3.78  0.395
H: 2.21 7.93 2.14  0.265
C: 2.35 -1.72 -2.83  -0.462
O: 3.68 -1.77 -3.31  -0.479
C: 4.50 -2.54 -2.45  0.214
C: 5.95 -2.64 -3.00  -0.967
N: 6.56 -1.30 -3.11  -0.419
C: 6.65 -0.58 -1.84  0.700
C: 7.29 0.80 -2.03  -1.041
O: 7.09 1.62 -0.88  -0.103
C: 7.55 2.97 -0.99  -0.859
H: 2.26 -1.10 -1.94  -0.069
H: 1.90 -2.68 -2.59  0.378
H: 1.71 -1.23 -3.56  0.352
H: 4.10 -3.55 -2.33  0.457
H: 4.38 -2.12 -1.45  -0.161
H: 5.94 -3.07 -4.00  0.356
H: 6.57 -3.34 -2.44  0.385
H: 7.53 -1.51 -3.34  0.286
H: 7.22 -1.17 -1.11  -0.008
H: 5.64 -0.33 -1.54  -0.202
H: 6.84 1.24 -2.92  0.363
H: 8.36 0.70 -2.17  0.357
H: 7.03 3.55 -1.75  0.340
H: 8.63 2.97 -1.14  0.333
H: 7.33 3.50 -0.06  0.233
C: -4.23 -0.84 0.69  -0.894
O: -4.17 -1.88 -0.30  0.152
C: -5.37 -2.63 -0.37  -0.963
C: -5.34 -3.73 -1.47  -0.638
N: -5.52 -3.18 -2.79  -0.122
C: -5.30 -4.17 -3.85  -0.794
C: -5.20 -3.57 -5.28  -0.797
O: -3.86 -3.05 -5.51  0.049
C: -3.72 -2.37 -6.76  -0.959
H: -3.45 -0.12 0.44  0.065
H: -4.14 -1.21 1.71  0.294
H: -5.18 -0.29 0.62  0.470
H: -6.22 -1.95 -0.44  0.458
H: -5.43 -3.14 0.59  0.396
H: -6.09 -4.52 -1.37  0.521
H: -4.39 -4.27 -1.40  0.267
H: -4.71 -2.57 -2.77  -0.258
H: -6.14 -4.86 -3.85  0.475
H: -4.41 -4.75 -3.60  0.346
H: -5.92 -2.82 -5.60  0.449
H: -5.33 -4.35 -6.03  0.474
H: -4.01 -2.94 -7.65  0.346
H: -2.68 -2.11 -6.94  0.267
H: -4.26 -1.43 -6.71  0.265

total charge: 0
multiplicity: 1
ΔE to the lowest compared entry with this formula, charge and spin: 202.0 kJ/mol
structure (SMILES): COCCNCCOC.COCCNCCOC.COCCNCCOC.COCCNCCOC.COCCNCCOC.COCCNCCOC.COCCNCCOC.CCO.CCO.CCO
HOMO-LUMO gap: 9.078 eV
lowest unoccupied orbital energy: 0.7 eV